Record 1
The following is a DFT calculation (wB97M-V/def2-TZVPD) of a structure of composition C28H53BN7Pb in a non-equilibrium geometry.

The value obtained for the total energy is -1699.41824 Eh. As for the net charge: +1. The HOMO energy is -10.85 eV. Its orbital gap is 9.295 eV.

Cartesian coordinates (Å):
1 Pb -0.50776 0.42476 -0.22299
2 B -0.05111 2.90396 0.50191
3 H -0.94714 2.53685 1.15336
4 H 0.20049 4.01962 0.69032
5 H 0.90485 2.26531 0.72148
6 H -0.34412 2.71682 -0.61276
7 C -0.85947 -1.30235 5.83665
8 C -1.85090 -0.13850 5.83960
9 C -1.38215 1.00001 4.93442
10 C -1.02159 0.56158 3.58157
11 N -0.74026 0.19945 2.53667
12 H -1.19534 -2.12304 6.47077
13 H 0.12775 -1.00828 6.20017
14 H -0.74540 -1.69146 4.82257
15 H -1.95372 0.19246 6.87363
16 H -2.82105 -0.54199 5.55204
17 H -0.44812 1.42855 5.31094
18 H -2.11073 1.80996 4.88674
19 C 0.58375 -4.50897 -1.31347
20 C -0.28207 -5.33809 -0.35944
21 C -1.53124 -4.63776 0.12530
22 C -1.49240 -3.16323 0.20106
23 N -1.50310 -2.01885 0.22768
24 H -0.01149 -4.15729 -2.16032
25 H 1.38702 -5.08887 -1.76383
26 H 0.96600 -3.64482 -0.77045
27 H 0.33015 -5.58471 0.51179
28 H -0.58858 -6.26198 -0.84792
29 H -1.90107 -4.95211 1.10409
30 H -2.37653 -4.83107 -0.54445
31 C -0.45191 5.06609 -2.85035
32 C -1.72616 4.76129 -3.65004
33 C -1.82777 3.36751 -4.25273
34 C -1.79193 2.31899 -3.23079
35 N -1.79984 1.50007 -2.43230
36 H -0.42389 6.11092 -2.53445
37 H 0.46523 4.77740 -3.35882
38 H -0.52859 4.59676 -1.86354
39 H -1.82749 5.54157 -4.40889
40 H -2.57291 4.98112 -2.99427
41 H -0.99200 3.23873 -4.94388
42 H -2.74508 3.25112 -4.82956
43 C 3.47734 3.49944 -4.01009
44 C 4.50787 2.55104 -3.39635
45 C 4.24135 2.07776 -1.96518
46 C 2.87547 1.55989 -1.77307
47 N 1.81003 1.15592 -1.65769
48 H 2.50267 3.01076 -4.01846
49 H 3.79543 3.74471 -5.02105
50 H 3.40247 4.42773 -3.44379
51 H 5.51193 2.98216 -3.40922
52 H 4.65263 1.66764 -4.02830
53 H 4.40873 2.93838 -1.31699
54 H 4.88301 1.24342 -1.68165
55 C 3.48154 -1.53096 3.72498
56 C 2.59980 -2.71892 3.46463
57 C 2.36079 -3.02730 1.97586
58 C 1.94754 -1.87842 1.17314
59 N 1.59394 -0.99368 0.53454
60 H 3.09072 -0.62165 3.25352
61 H 4.49091 -1.57324 3.30858
62 H 3.53969 -1.29003 4.78586
63 H 1.64608 -2.61750 3.99268
64 H 2.92933 -3.67424 3.88429
65 H 1.54568 -3.74569 1.85709
66 H 3.27810 -3.44768 1.56240
67 C -6.16898 -0.09596 4.11142
68 C -4.95841 -0.19736 3.17635
69 C -5.08426 0.86722 2.07713
70 C -4.06645 0.75434 1.04259
71 N -3.28339 0.68036 0.21347
72 H -6.10361 0.81416 4.71121
73 H -6.31278 -0.94366 4.77424
74 H -7.03985 0.04243 3.46930
75 H -4.97315 -1.12411 2.59839
76 H -3.98103 -0.02534 3.61886
77 H -5.02474 1.88612 2.47533
78 H -6.06280 0.82446 1.59034
79 C 3.12209 -1.90825 -3.70475
80 C 2.40692 -0.89687 -4.58960
81 C 0.89011 -1.14254 -4.75906
82 C 0.18517 -1.13302 -3.46333
83 N -0.33143 -1.17774 -2.44083
84 H 2.73311 -1.94737 -2.68753
85 H 4.17484 -1.62613 -3.64978
86 H 3.04956 -2.89694 -4.16392
87 H 2.83434 -0.83436 -5.59030
88 H 2.54981 0.08899 -4.13975
89 H 0.71550 -2.06552 -5.30436
90 H 0.54406 -0.25998 -5.29866

---

Record 2
The following is a DFT calculation (wB97M-V/def2-TZVPD) of a cluster of 10 separate species, C28H53Br18N3O in total in a non-equilibrium geometry.

The value obtained for the total energy is -47670.40033 Eh. For the energy relative to the best compared isomer or geometry (same formula, charge and spin), the calculation gives 8.9 kcal per mole. The structure (SMILES) is CCCN[C@@H](C#N)[C@H](C#N)OCCC.BrCCBr.BrCCBr.BrCCBr.BrCCBr.BrCCBr.BrCCBr.BrCCBr.BrCCBr.BrCCBr. The HOMO energy is -9.35 eV. Its orbital gap is 9.647 eV.

Cartesian coordinates (Å):
1 C 8.12118 1.52048 -1.60461
2 C 6.89653 2.45100 -1.83057
3 C 7.35682 3.91742 -1.91505
4 N 6.22649 4.82006 -2.12747
5 C 5.34759 4.90651 -0.98668
6 C 5.32955 6.28949 -0.40335
7 N 5.35641 7.41689 -0.18727
8 C 3.86179 4.61301 -1.45546
9 C 3.02215 4.38438 -0.24746
10 N 2.49826 4.09148 0.73057
11 O 3.87666 3.60895 -2.41805
12 C 3.12328 2.43858 -2.14894
13 C 1.60056 2.55782 -2.45618
14 C 0.66191 2.31844 -1.24299
15 H 7.97034 0.89086 -0.72657
16 H 8.99378 2.14854 -1.38746
17 H 8.35620 0.91459 -2.47866
18 H 6.34377 2.16213 -2.72588
19 H 6.21533 2.29420 -0.98853
20 H 8.06210 3.99665 -2.74465
21 H 7.88771 4.15417 -0.97742
22 H 6.51492 5.73978 -2.42578
23 H 5.62147 4.20400 -0.19896
24 H 3.51853 5.54203 -1.92819
25 H 3.49004 1.69384 -2.86470
26 H 3.32615 1.99955 -1.16491
27 H 1.38793 3.51496 -2.94272
28 H 1.34604 1.79935 -3.20304
29 H -0.22385 1.78295 -1.59312
30 H 0.29873 3.28289 -0.87123
31 H 1.14038 1.77966 -0.42893
32 Br 3.27941 0.29593 0.77785
33 C 2.55737 0.09667 2.57527
34 C 1.78228 -1.18336 2.71997
35 Br 0.02759 -1.04884 1.88466
36 H 1.95838 0.98072 2.77407
37 H 3.42663 0.09555 3.22943
38 H 1.58553 -1.39055 3.76992
39 H 2.28405 -2.03505 2.26979
40 Br -0.82546 3.73492 2.31658
41 C -2.49046 4.56135 1.73949
42 C -3.04241 3.88693 0.51401
43 Br -2.05779 4.39919 -1.08558
44 H -2.28093 5.61486 1.58503
45 H -3.17498 4.44708 2.57565
46 H -4.06871 4.20093 0.33492
47 H -3.00068 2.80378 0.57358
48 Br 0.23194 -4.21234 -0.45483
49 C -1.56849 -4.94676 -0.36551
50 C -2.49124 -4.26561 -1.33753
51 Br -3.02735 -2.50316 -0.69784
52 H -1.89730 -4.85249 0.66451
53 H -1.46408 -6.00060 -0.61642
54 H -3.41665 -4.82576 -1.43811
55 H -2.04758 -4.12173 -2.31790
56 Br -6.86797 -5.68903 3.93397
57 C -5.69160 -4.49569 2.94228
58 C -5.94508 -4.57036 1.46119
59 Br -5.18499 -6.18688 0.68453
60 H -4.67440 -4.76283 3.20971
61 H -5.91343 -3.49800 3.31466
62 H -5.44911 -3.74811 0.94755
63 H -7.00096 -4.56875 1.21033
64 Br -4.13316 -7.02296 -3.03443
65 C -5.93639 -7.74472 -2.91022
66 C -6.86862 -7.06416 -3.87471
67 Br -7.37552 -5.29399 -3.24308
68 H -6.24565 -7.63839 -1.87467
69 H -5.84083 -8.80124 -3.15192
70 H -7.80157 -7.61769 -3.95797
71 H -6.43774 -6.93408 -4.86210
72 Br -5.78977 4.69110 4.35357
73 C -4.47827 5.02652 5.75379
74 C -4.53034 6.45365 6.22773
75 Br -3.68893 7.65846 4.95121
76 H -3.50851 4.75199 5.35011
77 H -4.73922 4.34506 6.56067
78 H -3.96394 6.56932 7.14932
79 H -5.54374 6.81113 6.37831
80 Br -11.97999 -4.11466 -3.58983
81 C -10.79895 -2.93366 -4.58975
82 C -11.07048 -3.00257 -6.06883
83 Br -10.33694 -4.62389 -6.85782
84 H -9.78173 -3.21342 -4.33336
85 H -11.00608 -1.93466 -4.21169
86 H -10.57435 -2.18414 -6.58620
87 H -12.12968 -2.98898 -6.30385
88 Br 6.00895 -1.58952 4.08051
89 C 7.01500 0.00180 4.57920
90 C 6.43220 0.66960 5.79613
91 Br 4.81834 1.66635 5.35844
92 H 7.03018 0.65061 3.70922
93 H 8.02339 -0.35143 4.78458
94 H 7.12476 1.40872 6.19326
95 H 6.16766 -0.03351 6.57913
96 Br 5.31601 -1.09134 -2.13177
97 C 6.15087 -2.59098 -1.21372
98 C 5.33009 -3.84610 -1.34074
99 Br 3.77971 -3.81240 -0.16672
100 H 6.29902 -2.28441 -0.18256
101 H 7.11805 -2.71965 -1.69579
102 H 5.90842 -4.71269 -1.02700
103 H 4.95745 -4.00585 -2.34736